{"formula": "C9H13OP", "method": "ωB97M-V with the def2-TZVPD basis set", "elements": ["C", "C", "C", "C", "C", "C", "C", "C", "C", "O", "P", "H", "H", "H", "H", "H", "H", "H", "H", "H", "H", "H", "H", "H"], "coordinates": [[-0.672404, -1.372164, -1.695527], [-1.715945, -1.131495, -0.743693], [0.460949, -0.658867, -1.554042], [-1.444961, -0.582404, 0.481937], [-0.003250, -0.327692, 0.844517], [0.503802, 0.293369, -0.441766], [-2.486923, -0.351334, 1.517663], [2.946001, 0.500830, 0.188713], [1.703552, 1.207491, -0.346795], [-1.304443, 2.285897, 0.258553], [-1.138711, 1.305312, -0.817820], [-0.850558, -2.032130, -2.528386], [-2.728833, -1.417682, -0.992937], [1.255906, -0.682282, -2.282744], [0.051617, 0.405249, 1.650966], [0.517564, -1.242254, 1.154046], [-2.237382, -0.897815, 2.427327], [-3.473431, -0.654439, 1.174056], [-2.511448, 0.711801, 1.767336], [2.771756, 0.127808, 1.194978], [3.786821, 1.189501, 0.219875], [3.211992, -0.340421, -0.447919], [1.911965, 1.620165, -1.338867], [1.446368, 2.043549, 0.310540]], "forces_ev_per_angstrom": [[0.1, -0.2, -0.3], [0.0, -0.3, 0.7], [0.0, 0.0, 0.2], [-0.2, -0.8, 0.2], [0.1, 0.0, -0.1], [0.0, 0.2, 0.2], [-0.1, 0.1, -0.1], [-0.2, 0.1, -0.1], [0.0, -0.1, 0.1], [-0.2, 0.9, 1.1], [0.2, 0.2, -1.8], [0.0, 0.0, -0.1], [-0.1, 0.1, 0.0], [0.1, 0.0, -0.2], [0.0, 0.0, 0.0], [0.0, 0.0, 0.1], [0.0, -0.1, 0.1], [-0.1, 0.0, 0.0], [0.0, 0.0, 0.1], [0.0, -0.1, 0.1], [0.1, 0.0, 0.0], [0.1, -0.1, 0.0], [0.0, 0.1, 0.0], [0.0, 0.0, -0.1]], "e_tot_ev": -20879.3367, "gap_ev": 8.22, "e_above_lowest_kj_mol": 73.0}

---

{"formula": "C19H16AsNO8S2Sc", "method": "ωB97M-V with the def2-TZVPD basis set", "elements": ["Sc", "C", "C", "C", "C", "C", "C", "H", "H", "H", "H", "H", "H", "O", "As", "O", "O", "C", "C", "C", "C", "C", "C", "S", "O", "O", "O", "H", "H", "H", "H", "H", "S", "C", "N", "C", "C", "C", "C", "C", "C", "H", "H", "H", "H", "H", "O", "O"], "coordinates": [[-3.783959, 6.345416, 15.850106], [-0.610732, 8.701535, 13.570982], [-1.418276, 8.511677, 12.319464], [-2.789691, 9.132595, 12.376757], [-3.369324, 9.370627, 13.555339], [-2.579291, 9.394138, 14.804981], [-1.137839, 9.124793, 14.708206], [0.498172, 8.508073, 13.471266], [-0.859453, 8.789200, 11.428362], [-3.204052, 9.227783, 11.400287], [-4.373922, 9.731958, 13.649079], [-2.742292, 10.326890, 15.322323], [-0.440063, 9.297972, 15.553746], [-2.001845, 5.093526, 15.769550], [-2.938934, 3.673205, 15.141546], [-2.581620, 2.422220, 16.094437], [-4.398315, 4.439036, 15.240093], [-2.353320, 3.544846, 13.321753], [-1.894019, 2.237559, 13.076196], [-1.336723, 1.953322, 11.835636], [-1.208470, 3.000594, 10.826666], [-1.653729, 4.255939, 11.085884], [-2.176844, 4.528113, 12.343292], [-2.707185, 6.174947, 12.452509], [-3.767913, 6.384962, 11.561277], [-1.465584, 6.998265, 11.878744], [-2.880515, 6.468879, 13.859558], [-1.428054, 4.687704, 16.452718], [-1.835318, 1.491453, 13.872969], [-0.898795, 0.993425, 11.629591], [-0.626741, 2.730202, 9.996998], [-1.540788, 5.007332, 10.257405], [-4.081134, 4.672995, 20.146450], [-3.912775, 4.814764, 18.448751], [-3.716412, 6.031339, 17.979473], [-3.724556, 6.976056, 19.081285], [-3.505271, 8.363561, 18.959344], [-3.659621, 9.109486, 20.120347], [-4.025405, 8.567730, 21.332388], [-4.034753, 7.178236, 21.462011], [-3.896710, 6.402910, 20.344839], [-3.701865, 3.916251, 17.842840], [-3.391398, 8.794906, 17.991288], [-3.477727, 10.178610, 20.057558], [-4.122447, 9.196109, 22.215352], [-4.246651, 6.828041, 22.439366], [-4.459560, 8.237457, 15.812517], [-3.065539, 8.390566, 15.875026]], "forces_ev_per_angstrom": [[-0.3, 1.0, -1.2], [1.5, -0.7, -0.7], [0.4, -0.3, -0.2], [0.7, -0.9, 0.6], [0.4, 0.3, -0.9], [-0.4, -1.1, 1.8], [1.3, -0.2, 0.0], [-1.4, 0.2, 0.2], [0.0, 0.6, 0.2], [-0.9, 0.2, -0.3], [-0.4, 0.1, -0.2], [-0.2, 0.5, 0.0], [-0.9, -0.1, -0.4], [1.2, -0.5, 1.0], [0.7, -0.6, -0.9], [0.0, -0.1, 0.1], [-1.2, 1.4, 0.5], [0.7, -0.5, 0.1], [0.5, 0.2, -0.8], [0.2, 2.1, -1.1], [-0.1, -2.9, 2.9], [0.3, 0.6, -1.3], [-0.3, -0.1, -0.2], [1.3, 0.4, 0.0], [-1.5, 0.2, -0.6], [-0.8, 0.2, 1.8], [-0.3, 0.4, 0.2], [-0.2, 0.6, -0.2], [-0.4, 0.3, -0.2], [0.0, -0.2, 0.0], [0.3, 0.0, -1.4], [-0.3, -0.5, 1.3], [0.1, 0.0, -0.2], [1.1, 0.1, 0.2], [-0.4, 0.3, 2.2], [0.5, 0.3, -1.2], [-1.0, -1.2, 0.9], [0.3, 1.1, -1.1], [1.0, -1.0, 0.4], [-0.7, 1.6, 0.6], [-0.3, -1.0, -1.4], [-0.7, 0.4, 0.3], [0.3, 0.3, -0.3], [-0.2, -0.1, 0.0], [-0.1, -0.2, -0.2], [-0.1, -0.9, 0.6], [-1.2, -0.9, 0.0], [1.6, 0.7, -0.9]], "total_charge": 1, "e_tot_ev": -141035.5454, "gap_ev": 8.94}

---

{"formula": "C5H12N2O", "method": "ωB97M-V with the def2-TZVPD basis set", "elements": ["N", "C", "N", "C", "C", "C", "C", "O", "H", "H", "H", "H", "H", "H", "H", "H", "H", "H", "H", "H"], "coordinates": [[2.510009, -0.324167, 2.820732], [1.755862, -1.108882, 1.803762], [0.710174, -0.545168, 1.314400], [0.047892, -1.133952, 0.137849], [-1.375094, -0.468656, -0.053349], [-1.168758, 1.020413, -0.545809], [-0.777724, 1.232906, -1.981823], [-1.923895, 1.355718, -2.808914], [1.986061, 0.387195, 3.250129], [3.499044, -0.081120, 2.695409], [2.304208, -2.058530, 1.694134], [0.789340, -0.887563, -0.646853], [0.090740, -2.279883, 0.101822], [-1.836612, -0.383108, 0.968185], [-2.157643, -1.116618, -0.486354], [-0.307512, 1.356101, 0.255493], [-2.112964, 1.654220, -0.392034], [-0.062596, 2.089837, -2.149784], [-0.059188, 0.458349, -2.329871], [-1.911353, 0.832909, -3.647120]], "forces_ev_per_angstrom": [[-0.1, -2.2, -1.2], [0.8, 3.3, 1.7], [1.4, -1.7, 0.3], [0.1, -1.0, -0.1], [0.3, 0.3, 1.2], [0.2, 0.3, 2.5], [2.3, -0.1, -1.1], [-0.4, -0.5, -0.8], [-0.7, 1.1, 0.2], [-0.9, -0.6, -0.2], [-0.8, 0.1, -0.9], [-0.9, 0.2, -0.3], [-0.6, 1.4, 0.4], [0.8, 0.1, -0.5], [0.8, 0.4, -0.9], [-2.1, -0.3, -2.3], [1.4, -0.9, 0.1], [-1.2, 0.0, 0.5], [-0.8, -0.4, 0.1], [0.5, 0.6, 1.3]], "e_tot_ev": -10405.2139, "gap_ev": 9.91, "e_above_lowest_kj_mol": 309.7}

---

{"formula": "C3H2I2O2", "method": "ωB97M-V with the def2-TZVPD basis set", "elements": ["C", "C", "C", "O", "O", "I", "I", "H", "H"], "coordinates": [[0.742490, 0.328337, 1.134127], [0.130916, -0.762666, -0.537890], [-0.547738, 0.550810, -0.222189], [1.219585, 0.967327, 2.007038], [0.930084, -0.838205, 0.658521], [-0.707232, 1.833739, -1.876433], [-2.411147, 0.278496, 0.868050], [-0.265482, -1.718670, -0.593906], [0.908525, -0.639169, -1.437317]], "forces_ev_per_angstrom": [[-1.2, 4.0, -0.6], [3.3, 1.1, -2.1], [0.7, -0.9, 2.1], [-0.7, -0.8, -0.8], [1.0, -2.0, 0.1], [0.1, 0.2, 0.3], [0.4, 0.1, -0.4], [-1.8, -1.4, -0.5], [-1.8, -0.2, 1.8]], "e_tot_ev": -23437.3728, "gap_ev": 8.98, "e_above_lowest_kj_mol": 181.0}